2 unconnected molecules or ions with the total composition C5H12S2, computed with ωB97M-V/def2-TZVPD.

Geometry as XYZ:
```
19
Properties=species:S:1:pos:R:3:lowdin_charge:R:1
C -1.602 -0.178 1.491 -0.133
C -1.349 0.160 0.027 -0.902
C -2.633 0.629 -0.673 -0.108
C -0.726 -1.025 -0.700 -0.130
S -0.154 1.583 -0.040 0.750
H -1.944 0.701 2.033 0.075
H -2.363 -0.954 1.566 0.082
H -0.692 -0.543 1.964 0.075
H -3.476 0.623 0.014 0.077
H -2.870 -0.018 -1.512 0.076
H -2.521 1.642 -1.053 0.054
H -1.397 -1.881 -0.641 0.085
H -0.556 -0.783 -1.748 0.079
H 0.229 -1.301 -0.254 0.068
H 0.884 0.936 0.492 -0.172
C 5.405 0.127 -0.273 -0.577
S 3.908 -0.226 0.186 0.609
H 6.099 -0.641 -0.585 -0.005
H 5.757 1.150 -0.293 -0.004
```

Output
E_HOMO = -8.82 eV
Frontier orbital gap = 8.3 eV
E_tot = -994.0343 a.u.
Energy relative to the best compared isomer or geometry (same formula, charge and spin) = 112.9 kJ/mol
SMILES string = CC(C)(C)S.C=S